1.
{
  "formula": "C20H29F3O10S2",
  "method": "ωB97M-V/def2-TZVPD",
  "symbols": ["O", "C", "C", "C", "O", "C", "O", "O", "C", "C", "C", "C", "O", "O", "C", "C", "C", "F", "C", "F", "F", "H", "H", "H", "H", "H", "H", "H", "H", "H", "H", "H", "H", "H", "O", "S", "O", "C", "C", "C", "C", "H", "H", "H", "H", "H", "H", "H", "H", "O", "S", "O", "C", "C", "C", "C", "H", "H", "H", "H", "H", "H", "H", "H"],
  "xyz": [[6.296, 2.964, 1.039], [6.979, 1.985, 0.898], [6.556, 0.776, 0.101], [5.495, 1.112, -0.955], [5.968, 0.516, -2.192], [5.629, -0.802, -2.082], [6.237, -1.708, -2.556], [4.507, -0.904, -1.341], [4.119, 0.424, -0.833], [3.582, 0.256, 0.588], [2.813, -1.036, 0.885], [1.443, -1.126, 0.250], [0.466, -0.670, 0.778], [1.447, -1.764, -0.931], [3.140, 0.961, -1.884], [2.299, 2.170, -1.437], [0.883, 1.867, -1.079], [0.314, 0.846, -1.754], [0.085, 2.578, -0.281], [0.353, 2.920, 0.964], [-1.127, 2.992, -0.613], [7.992, 1.928, 1.339], [6.253, -0.018, 0.787], [7.449, 0.420, -0.418], [5.471, 2.180, -1.164], [2.972, 1.129, 0.832], [4.415, 0.287, 1.289], [3.421, -1.907, 0.642], [2.633, -1.053, 1.960], [0.554, -2.094, -1.146], [2.501, 0.154, -2.238], [3.727, 1.275, -2.749], [2.789, 2.737, -0.640], [2.227, 2.862, -2.283], [-1.480, -2.256, -0.831], [-1.903, -3.461, -1.505], [-1.276, -3.852, -2.741], [-1.844, -4.819, -0.340], [-3.229, -4.823, 0.300], [-4.223, -4.600, -0.847], [-3.690, -3.438, -1.696], [-1.034, -4.649, 0.366], [-1.662, -5.729, -0.910], [-3.419, -5.757, 0.827], [-3.306, -4.007, 1.022], [-4.286, -5.503, -1.457], [-5.224, -4.384, -0.478], [-3.923, -3.547, -2.751], [-4.044, -2.475, -1.334], [-6.400, 3.559, 3.746], [-5.766, 2.416, 3.139], [-5.889, 1.106, 3.726], [-6.235, 2.351, 1.412], [-5.180, 3.192, 0.702], [-3.837, 2.802, 1.333], [-4.030, 2.798, 2.855], [-7.249, 2.729, 1.305], [-6.189, 1.307, 1.101], [-5.189, 3.016, -0.372], [-5.376, 4.253, 0.872], [-3.550, 1.804, 0.995], [-3.041, 3.485, 1.043], [-3.425, 2.044, 3.351], [-3.836, 3.775, 3.293]],
  "largest_force_ev_per_a": 1.60,
  "energy_ev": -71505.9916,
  "lumo_energy_ev": 0.3,
  "homo_lumo_gap_ev": 9.2,
  "e_homo_ev": -8.83,
  "smiles": "O=CC[C@H]1OC(=O)O[C@]1(CCC(=O)O)CCC(F)=C(F)F.O=S1(=O)CCCC1.O=S1(=O)CCCC1"
}

2.
{
  "formula": "C20H29IrNO10P2Se",
  "method": "ωB97M-V/def2-TZVPD",
  "symbols": ["Ir", "C", "C", "O", "P", "O", "O", "O", "P", "O", "O", "O", "H", "H", "H", "H", "H", "H", "H", "C", "O", "C", "C", "C", "C", "C", "C", "O", "C", "O", "C", "H", "H", "H", "H", "H", "H", "H", "H", "H", "Se", "C", "C", "C", "N", "C", "C", "H", "H", "H", "H", "C", "C", "C", "C", "H", "H", "H", "H", "H", "H", "H", "H", "H"],
  "xyz": [[-0.314, -0.601, 0.121], [3.225, -2.884, -2.342], [3.019, -2.680, -0.851], [4.038, -3.380, -0.136], [3.070, -0.918, -0.408], [3.261, -0.827, 1.158], [4.475, -0.404, -0.945], [1.896, -0.192, -0.948], [1.367, -3.220, -0.230], [1.369, -4.778, -0.619], [1.484, -3.001, 1.243], [0.271, -2.498, -0.996], [4.231, -2.583, -2.636], [2.496, -2.300, -2.904], [3.088, -3.939, -2.582], [3.711, -3.471, 0.773], [2.461, -1.152, 1.624], [4.649, 0.512, -0.690], [0.516, -5.192, -0.441], [1.838, 6.244, -0.145], [2.040, 5.854, 1.198], [1.624, 4.603, 1.549], [1.833, 4.277, 2.911], [1.456, 3.040, 3.341], [0.883, 2.068, 2.485], [0.630, 0.741, 2.976], [0.487, 0.446, 4.453], [0.507, -0.263, 2.249], [0.630, 2.416, 1.114], [0.024, 1.680, 0.280], [1.052, 3.716, 0.681], [2.207, 7.263, -0.224], [0.777, 6.215, -0.407], [2.394, 5.599, -0.831], [2.295, 5.004, 3.563], [1.644, 2.780, 4.373], [0.605, 1.298, 5.112], [1.182, -0.346, 4.731], [-0.521, 0.043, 4.573], [0.873, 3.950, -0.358], [-1.943, -1.911, 1.709], [-3.312, -2.576, 0.568], [-4.569, -1.983, 0.465], [-5.521, -2.532, -0.378], [-5.326, -3.615, -1.129], [-4.120, -4.178, -1.034], [-3.105, -3.709, -0.218], [-4.801, -1.093, 1.036], [-6.499, -2.066, -0.456], [-3.952, -5.056, -1.648], [-2.150, -4.216, -0.195], [-2.870, 1.826, -2.601], [-1.721, 0.928, -2.137], [-1.364, -0.082, -3.223], [-2.074, 0.211, -0.839], [-2.634, 2.332, -3.543], [-3.094, 2.588, -1.853], [-3.777, 1.235, -2.759], [-0.849, 1.562, -1.957], [-2.226, -0.716, -3.455], [-0.551, -0.740, -2.909], [-1.054, 0.416, -4.146], [-2.755, -0.621, -1.027], [-2.503, 0.874, -0.085]],
  "largest_force_ev_per_a": 0.73,
  "energy_ev": -129943.3237,
  "lumo_energy_ev": [2.5, 2.0],
  "homo_lumo_gap_ev": [5.6, 7.0],
  "e_homo_ev": [-3.13, -4.92],
  "total_charge": -1,
  "multiplicity": 5
}

3.
{
  "formula": "C20H29N2NdS",
  "method": "ωB97M-V/def2-TZVPD",
  "symbols": ["C", "H", "H", "H", "C", "H", "H", "C", "H", "H", "H", "C", "C", "C", "C", "C", "C", "C", "C", "C", "C", "Nd", "H", "H", "H", "H", "H", "H", "H", "H", "H", "H", "H", "H", "H", "H", "H", "N", "C", "N", "C", "C", "C", "C", "C", "C", "S", "H", "H", "H", "H", "H", "H"],
  "xyz": [[-1.461, -1.603, -1.801], [-1.838, -2.578, -2.140], [-2.340, -1.009, -1.488], [-0.857, -1.966, -0.843], [-0.653, -0.952, -2.943], [-0.535, 0.157, -2.836], [0.365, -1.372, -2.958], [-1.308, -1.167, -4.326], [-0.683, -0.741, -5.116], [-1.446, -2.227, -4.540], [-2.284, -0.672, -4.373], [-0.062, 1.864, 1.351], [-0.246, 2.483, 0.078], [-1.537, 2.107, -0.411], [-2.145, 1.253, 0.561], [-1.239, 1.120, 1.660], [-1.555, 0.559, 3.001], [-3.555, 0.778, 0.526], [-2.202, 2.630, -1.638], [0.707, 3.430, -0.569], [1.104, 2.058, 2.256], [-0.091, -0.079, -0.479], [-3.745, 0.019, 1.293], [-4.263, 1.605, 0.706], [-3.815, 0.341, -0.448], [-2.431, -0.102, 2.974], [-0.710, -0.006, 3.419], [-1.791, 1.358, 3.728], [2.025, 2.245, 1.686], [0.957, 2.921, 2.929], [1.276, 1.177, 2.887], [0.552, 3.475, -1.656], [0.578, 4.453, -0.174], [1.752, 3.140, -0.383], [-2.755, 1.843, -2.171], [-2.930, 3.421, -1.386], [-1.474, 3.066, -2.335], [-0.731, -2.700, 2.177], [0.584, -2.465, 1.920], [0.968, -1.516, 1.049], [2.376, -1.516, 0.873], [3.037, -0.715, -0.072], [4.361, -1.077, -0.405], [4.981, -2.165, 0.227], [4.307, -2.932, 1.193], [2.997, -2.593, 1.512], [1.832, -3.492, 2.511], [-0.906, -3.381, 2.907], [-1.394, -1.930, 2.088], [2.545, 0.174, -0.522], [4.908, -0.502, -1.156], [6.012, -2.428, -0.031], [4.761, -3.790, 1.689]],
  "largest_force_ev_per_a": 3.92,
  "energy_ev": -50289.0635,
  "lumo_energy_ev": [-6.9, -6.7],
  "homo_lumo_gap_ev": [7.5, 7.7],
  "e_homo_ev": [-14.37, -14.35],
  "total_charge": 2,
  "multiplicity": 4
}

4.
{
  "formula": "C20H29N3",
  "method": "ωB97M-V/def2-TZVPD",
  "symbols": ["C", "C", "C", "C", "H", "H", "C", "C", "C", "C", "C", "C", "C", "H", "H", "C", "C", "N", "N", "N", "C", "H", "H", "C", "C", "C", "C", "C", "C", "H", "H", "H", "H", "H", "H", "H", "H", "H", "H", "H", "H", "H", "H", "H", "H", "H", "H", "H", "H", "H", "H", "H"],
  "xyz": [[-8.958, -1.586, 0.018], [-7.370, -1.568, 0.268], [-6.695, -0.185, -0.240], [-5.309, -0.275, 0.096], [-5.221, -0.522, 1.051], [-4.925, -1.179, -0.303], [-4.806, 0.928, -0.184], [-3.243, 1.160, -0.303], [-2.550, 0.300, 0.535], [-1.088, 0.361, 0.755], [-0.501, 1.613, 0.109], [-1.269, 2.381, -0.826], [-2.507, 1.962, -0.967], [-3.057, 2.913, -1.452], [-0.642, 3.047, -1.375], [0.923, 1.543, 0.344], [1.954, 0.705, 1.022], [3.064, 1.408, 0.787], [3.025, 2.568, -0.216], [1.652, 2.586, -0.328], [4.358, 1.096, 1.091], [4.944, 2.045, 1.134], [4.350, 1.047, 2.318], [4.875, -0.106, 0.652], [6.262, -0.420, 0.861], [6.881, -1.820, 0.404], [6.987, -1.781, -1.083], [5.694, -0.998, -1.741], [5.047, 0.057, -0.907], [4.215, 0.355, -1.401], [5.846, 1.024, -1.208], [5.766, -0.986, -2.899], [4.956, -1.925, -1.593], [7.316, -2.633, -1.588], [7.692, -0.882, -1.228], [7.792, -1.929, 0.899], [6.122, -2.660, 0.391], [6.126, -0.765, 2.436], [6.973, 0.263, 1.017], [4.092, -0.835, 0.706], [1.911, -0.036, 1.803], [-0.728, -0.208, 1.639], [-3.095, -0.558, 1.198], [-5.219, 1.754, 0.215], [-5.053, 1.261, -1.482], [-7.191, 0.519, 0.236], [-6.902, -0.298, -1.252], [-7.265, -1.792, 1.392], [-7.004, -2.326, -0.292], [-9.653, -0.681, 0.448], [-9.130, -1.473, -1.191], [-9.442, -2.464, 0.236]],
  "largest_force_ev_per_a": 13.18,
  "energy_ev": -25666.2129,
  "lumo_energy_ev": 0.3,
  "homo_lumo_gap_ev": 8.2,
  "e_homo_ev": -7.90
}